Record 1
Density functional theory data (ωB97M-V with the def2-TZVPD basis set) for C8H14INO4 as an isolated structure.

E_tot: -26302.8362 eV

Atoms and positions in Å:
C: 4.39 -0.86 0.64
C: 3.29 -0.98 -0.36
O: 2.64 -2.00 -0.51
O: 3.11 0.13 -1.12
C: 1.78 0.64 -1.20
C: 0.91 0.39 0.02
C: -0.31 1.31 0.02
C: -1.27 0.95 1.16
C: -2.71 0.79 0.67
N: -2.82 -0.55 0.05
C: -3.90 -0.65 -0.85
O: -4.77 0.19 -1.00
O: -3.84 -1.70 -1.72
I: -3.42 -3.47 -0.88
H: 5.33 -1.17 0.18
H: 4.20 -1.53 1.45
H: 4.51 0.15 1.01
H: 1.89 1.71 -1.32
H: 1.26 0.28 -2.08
H: 0.53 -0.62 -0.01
H: 1.45 0.54 0.95
H: -0.82 1.22 -0.94
H: 0.01 2.34 0.11
H: -0.96 -0.01 1.56
H: -1.21 1.71 1.93
H: -3.37 0.85 1.52
H: -2.95 1.54 -0.06
H: -2.97 -1.21 0.80

Record 2
Density functional theory data (ωB97M-V with the def2-TZVPD basis set) for C40H34BiCl2N3O3S6 as an isolated structure.

ΔE to the lowest compared entry with this formula, charge and spin: 0.0 kJ/mol
net charge: -2
E_tot: -148541.1882 eV

Atoms and positions in Å:
Bi: 1.01 0.88 0.68
C: 3.01 -0.42 -1.12
C: 2.99 -1.57 -0.34
C: 3.39 -1.24 0.97
C: 3.65 0.13 1.01
C: 3.35 0.68 -0.28
H: 2.71 -0.34 -2.16
H: 2.67 -2.55 -0.67
H: 3.41 -1.92 1.81
H: 3.97 0.70 1.87
H: 3.59 1.69 -0.58
O: -1.61 1.17 1.13
C: -2.00 1.29 2.47
C: -1.10 0.57 3.44
C: -1.62 -0.19 4.48
C: -0.75 -0.79 5.38
C: 0.61 -0.62 5.21
C: 1.05 0.12 4.12
N: 0.21 0.72 3.27
H: -1.85 0.24 0.77
H: -3.03 0.94 2.61
H: -1.97 2.36 2.72
H: -2.69 -0.35 4.54
H: -1.13 -1.41 6.18
H: 1.33 -1.11 5.85
H: 2.10 0.22 3.91
Cl: 3.84 4.21 1.77
C: 2.45 4.97 1.03
C: 2.48 6.34 0.83
C: 1.41 6.99 0.23
C: 0.30 6.24 -0.14
C: 0.28 4.88 0.07
Cl: -1.16 3.99 -0.35
C: 1.36 4.12 0.65
N: 1.38 2.83 0.81
H: 3.36 6.89 1.14
H: 1.43 8.06 0.07
H: -0.56 6.71 -0.59
O: -2.97 -1.84 1.95
C: -2.51 -2.01 0.82
O: -1.92 -1.13 0.11
C: -2.61 -3.38 0.18
C: -2.48 -4.53 0.96
C: -2.58 -5.78 0.37
C: -2.85 -5.90 -0.99
C: -2.99 -4.76 -1.76
C: -2.86 -3.51 -1.18
H: -2.25 -4.42 2.01
H: -2.44 -6.67 0.98
H: -2.94 -6.88 -1.44
H: -3.19 -4.85 -2.83
H: -2.93 -2.60 -1.78
N: -0.17 0.45 -1.60
S: -0.42 0.58 -3.14
C: -2.08 1.24 -3.46
C: -2.44 2.56 -3.24
C: -3.76 2.94 -3.39
C: -4.72 2.00 -3.75
C: -4.36 0.68 -3.98
C: -3.03 0.30 -3.83
C: 0.52 2.02 -3.62
C: 0.46 2.42 -4.95
C: 1.18 3.54 -5.35
C: 1.95 4.23 -4.42
C: 2.00 3.82 -3.10
C: 1.29 2.70 -2.69
H: -0.55 -0.45 -1.30
H: -1.69 3.29 -2.93
H: -4.05 3.97 -3.20
H: -5.76 2.30 -3.86
H: -5.10 -0.05 -4.25
H: -2.73 -0.73 -3.99
H: -0.15 1.88 -5.66
H: 1.14 3.86 -6.38
H: 2.51 5.11 -4.73
H: 2.58 4.36 -2.37
H: 1.31 2.38 -1.66
C: 1.44 -5.59 0.30
S: 0.95 -6.48 1.80
C: 1.88 -5.63 3.02
C: 1.71 -4.32 3.36
S: 0.64 -3.16 2.76
S: 2.85 -3.82 4.63
C: 3.68 -5.30 4.90
S: 4.89 -5.51 6.02
S: 3.14 -6.53 3.83
H: 0.83 -5.98 -0.51
H: 2.50 -5.75 0.09
H: 1.22 -4.53 0.44

Calculated values (eV) of HOMO level for the records, taken in order: -10.0 -2.0.
Calculated values (eV Å⁻¹) of largest force on an atom for the records, taken in order: 2.2 0.7.